1.
Formula: C24H28BrCl21FN4O3
Source: the Open Molecules 2025 dataset
Level of theory: wB97M-V/def2-TZVPD

Structure (XYZ):
```
82
Properties=species:S:1:pos:R:3:lowdin_charge:R:1
Br -1.3010 3.0385 0.2369 0.780
Cl -7.2986 8.0982 -4.2759 0.534
Cl -3.6437 -1.3823 -0.3607 0.526
Cl -1.4871 -5.9178 1.3126 0.567
Cl -2.5125 5.5367 2.6334 0.519
Cl -6.7495 5.9212 -6.1155 0.515
Cl 0.2793 5.3743 3.4313 0.548
Cl -1.0538 -1.7949 0.8951 0.687
Cl 2.7442 -5.7936 9.8961 0.539
Cl -2.8347 0.2672 1.8838 0.533
Cl 1.2911 -7.2088 7.8190 0.533
Cl -1.4834 3.1056 3.8409 0.497
Cl 3.1982 -8.0390 2.9927 0.539
Cl -1.4120 -8.2081 -0.4639 0.554
Cl 4.2273 -3.4134 5.2478 0.503
Cl 3.1621 -0.8159 5.9888 0.551
Cl -1.7365 -5.5325 -1.5363 0.509
Cl 5.8085 -6.9283 2.3683 0.540
Cl 3.6099 -5.6031 7.1332 0.504
Cl -6.8027 8.6596 -7.0797 0.534
Cl 3.4402 -5.2273 2.2865 0.682
Cl 1.5237 -3.1724 6.3349 0.525
F -2.5178 0.3720 -3.7550 0.118
O -1.4267 5.3750 -2.5664 0.203
O -3.3160 5.9808 -4.8847 0.169
O -1.3373 4.9406 -4.7653 0.085
N -0.5139 2.3926 -2.6387 -0.025
N -1.3297 0.1882 -3.1470 0.000
N 0.5314 0.2812 -2.1220 0.245
N -0.9255 -1.0933 -3.0111 0.212
C 1.0473 -3.4438 0.0639 -0.164
C 4.2269 -6.6082 3.0826 -1.500
C -2.0984 -6.6145 -0.1782 -1.530
C 0.2610 -0.9851 -2.3715 -0.237
C -1.6826 3.0860 -3.1945 -0.028
C 3.8420 -0.8808 1.9920 -0.036
C 1.5476 -2.3515 -0.6358 -0.277
C 1.4430 -3.7351 1.3817 -0.204
C 2.8729 -6.6460 8.3584 -1.520
C 0.8640 4.9007 -0.2810 -0.131
C 1.0646 -2.2107 -2.0652 -0.043
C 2.3594 -2.8706 2.0161 -0.163
C 2.8397 -1.7782 1.2834 -0.246
C -2.2776 -0.6047 0.4605 -1.544
C 0.6112 3.0930 -2.0095 -0.146
C -2.6116 5.1492 -5.3496 -0.459
C -0.4515 1.0736 -2.6377 -0.252
C -6.4111 7.6107 -5.7181 -1.559
C 2.4558 -1.5070 -0.0165 -0.007
C 0.4422 3.4522 -0.4987 -0.675
C -1.4618 4.5751 -3.4334 -0.425
C -3.0140 4.3366 -6.5424 0.033
C -1.3709 4.8664 3.8004 -1.530
C 3.1682 -2.5370 6.3752 -1.535
H 2.6535 -3.0580 3.0361 0.030
H 3.5108 -7.5089 8.4996 0.015
H -1.6258 5.2453 4.7815 0.015
H -1.8353 0.1078 -0.2264 -0.053
H 4.0832 0.0090 1.4082 0.075
H 4.7759 -1.4504 2.0875 0.090
H -3.2495 3.3032 -6.2677 0.091
H 1.1596 2.8503 0.0625 0.089
H 1.8759 -2.2255 -2.8059 0.147
H -2.2742 4.3564 -7.3466 0.101
H 3.5219 -0.6432 3.0074 0.049
H -3.9339 4.7557 -6.9511 0.075
H -1.4372 -1.9000 -3.3394 0.198
H 1.9032 5.0265 -0.6076 0.097
H 0.4561 -3.0925 -2.2900 0.112
H -2.5231 2.9385 -2.5075 0.128
H -3.1724 -6.7178 -0.0929 0.017
H 1.5219 2.4982 -2.0834 0.126
H 2.8548 -0.6557 -0.5607 0.120
H -1.9452 2.6288 -4.1517 0.123
H 0.3549 -4.1226 -0.4360 0.049
H 1.0371 -4.6003 1.8835 0.053
H 0.8417 5.1622 0.7778 0.022
H -5.3519 7.6996 -5.5120 -0.005
H 0.2249 5.6169 -0.8004 0.074
H 4.3706 -6.3596 4.1276 -0.022
H 0.8390 4.0255 -2.5290 0.126
H 3.5638 -2.6610 7.3755 0.007
```

## Properties
multiplicity = 1
HOMO = -11.20 eV
charge = +1
gap between HOMO and LUMO = 8.462 eV

2.
Formula: C24H28BrF5I2N2O20P
Source: the Open Molecules 2025 dataset
Level of theory: wB97M-V/def2-TZVPD

Structure (XYZ):
```
83
Properties=species:S:1:pos:R:3:lowdin_charge:R:1
I -4.2611 -1.9181 2.7578 0.983
I -1.5290 -7.1063 3.8914 0.798
Br -2.0117 -2.5488 5.1669 0.667
P 2.3137 -1.9578 1.6657 1.039
F 0.8209 9.7790 -0.6947 0.088
F -0.3225 4.3348 1.1806 0.073
F 3.7689 6.3515 1.4058 0.087
F -1.1667 -5.0191 -2.5204 0.077
F -1.0311 -0.9074 -5.7671 0.082
O -2.0339 0.4733 2.3101 -0.114
O 0.1643 -5.0673 -4.7773 0.133
O 3.6301 3.0076 0.7268 0.066
O -3.0851 -0.9467 -0.3820 0.022
O -1.9983 5.7237 0.6536 0.129
O -3.5608 4.1844 0.1067 0.087
O 3.1767 -0.4334 1.9342 -0.279
O 1.6491 7.8574 -1.4928 0.145
O 1.6690 5.6766 -2.1660 0.126
O 0.6143 -0.4254 0.6486 -0.015
O -3.9820 6.4044 -0.2471 0.156
O -1.1699 -4.2514 -6.4461 0.089
O -0.0978 -2.8183 -5.0652 0.139
O 0.6360 -7.0881 0.9700 0.096
O 4.7022 4.4407 2.1077 0.149
O -3.8951 -5.2063 3.8454 -0.164
O -0.4647 -5.7645 -0.5287 0.082
O 4.9643 2.1916 2.3956 0.129
O 1.2569 -7.0503 -1.2309 0.091
O -0.2985 6.8319 -2.0077 0.071
N -0.9207 -2.5341 -0.1700 0.148
N 0.5723 -1.4249 1.5868 -0.428
C 1.0596 6.7012 -1.9080 -0.491
C -2.7522 -5.3789 3.1783 -0.666
C -2.0950 -2.0014 3.1984 -0.978
C 0.6670 8.8533 -1.6679 -0.325
C -2.1851 -4.4714 1.9382 -0.183
C -0.6150 8.1119 -1.4985 -0.072
C -1.6579 4.5138 1.2916 -0.320
C 0.6818 -6.4505 -2.3743 -0.082
C -1.2772 -3.1650 2.4015 -0.295
C 2.6069 -3.1998 3.0794 -0.240
C -0.0599 -5.2948 -1.7946 -0.349
C -0.3272 -4.1250 -5.3759 -0.476
C -1.6145 -2.9470 -6.7604 -0.069
C -3.2414 5.5143 0.1363 -0.494
C 4.2650 5.1675 0.9819 -0.321
C -0.2762 -2.6092 1.1869 -0.254
C -1.3684 -0.5069 3.1690 -0.357
C -2.1035 -1.8530 -0.1926 -0.037
C -0.5350 -2.0914 -6.1910 -0.329
C 4.4728 3.1339 1.7970 -0.503
C 0.2182 -0.7630 2.8895 -0.088
C 0.4860 -6.6709 -0.1663 -0.504
C 3.1855 4.3120 0.4124 -0.077
C -2.3993 3.4857 0.5073 -0.074
H 1.2505 -0.6630 -0.0875 0.145
H -0.5100 -3.6198 3.1984 0.107
H -1.8511 3.1536 -0.3807 0.153
H 3.0350 -0.1147 2.8732 0.074
H -1.9411 4.5625 2.3485 0.182
H 0.0228 -7.1714 -2.8696 0.159
H -1.7310 0.4424 1.3583 0.088
H 0.7883 9.3214 -2.6506 0.180
H 0.3078 -1.9213 -6.8694 0.181
H 3.1570 -2.6062 3.9480 0.085
H 5.1078 5.3376 0.3035 0.183
H 3.0796 4.4403 -0.6682 0.128
H 3.4053 -3.9896 2.6903 0.095
H -0.9163 8.0209 -0.4496 0.143
H -1.4353 8.5658 -2.0611 0.152
H -2.5872 -2.7716 -6.2888 0.152
H 2.2128 4.4874 0.8841 0.135
H 0.6189 -1.4015 3.8156 0.152
H -2.6566 2.6096 1.1087 0.125
H -3.0091 -4.1932 1.1223 0.121
H 1.6421 -3.6908 3.5214 0.062
H -1.4219 -5.1775 1.3498 0.100
H 0.5433 -4.3885 -1.6754 0.165
H 1.4535 -6.1365 -3.0823 0.138
H 0.8463 0.2511 2.9432 0.174
H 0.5075 -3.5106 1.0841 0.146
H -1.7204 -2.8187 -7.8411 0.151
H -1.4433 -0.0716 4.2789 0.153
```

## Properties
multiplicity = 1
HOMO = -11.80 eV
charge = +1
gap between HOMO and LUMO = 7.911 eV

3.
Formula: C24H28CeN5PS2
Source: the Open Molecules 2025 dataset
Level of theory: wB97M-V/def2-TZVPD

Structure (XYZ):
```
61
Properties=species:S:1:pos:R:3:nbo_charge:R:1
Ce 0.6978 -0.6906 0.6680 1.164
S -1.5377 0.0196 -0.7597 -0.284
S -0.0862 -3.3935 -3.5242 0.534
P 0.7887 2.2166 -0.0912 0.699
N 1.2117 2.9489 -2.7621 -0.457
N -0.2877 4.3671 -1.5079 -0.454
N -1.4278 -2.0607 1.5082 -0.518
N 2.0866 4.4721 -1.0980 -0.456
N 0.7874 -2.3153 -1.3741 -0.512
C -0.0288 3.7140 -2.7772 -0.069
C 0.3059 -2.0426 -2.5609 -0.094
C 0.0487 -3.6262 2.6208 -0.623
C 3.3137 -1.2854 0.4023 -0.312
C -2.6770 -1.6000 1.1900 0.130
C 0.8736 -3.6705 -1.2031 -0.036
C -5.1243 -1.6532 1.4539 -0.221
C 2.7716 0.1922 2.0657 -0.342
C -2.8540 -0.5818 0.2093 -0.130
C 3.2546 0.0845 0.7396 -0.302
C -0.6108 3.4282 -0.4662 -0.473
C -3.6870 -3.2074 2.7012 -0.100
C 2.5217 -1.1161 2.5480 -0.356
C 1.1169 1.7921 -1.9094 -0.467
C -3.8504 -2.1471 1.7878 -0.012
C -2.4353 -3.6896 2.9555 -0.267
C 2.1175 3.5556 0.0129 -0.477
C 2.3119 3.8190 -2.3745 -0.067
C 2.8708 -2.0290 1.5181 -0.347
C 0.8404 5.2166 -1.1648 -0.069
C -5.2517 -0.6264 0.5553 -0.172
C 0.4424 -4.4127 -2.2554 -0.428
C -1.3230 -3.0916 2.3402 0.270
C -4.1232 -0.1063 -0.0709 -0.203
H 2.4271 4.5906 -3.1391 0.211
H 2.7884 1.0828 2.6835 0.261
H 3.7997 -1.7045 -0.4707 0.257
H 0.4114 -5.4800 -2.3367 0.262
H 1.2987 -4.0702 -0.2973 0.225
H 0.9428 5.9884 -1.9337 0.209
H -0.8577 3.0452 -3.0157 0.205
H -6.2231 -0.2282 0.3090 0.227
H -2.2804 -4.5190 3.6267 0.231
H -4.5575 -3.6347 3.1751 0.229
H -1.4956 2.8506 -0.7568 0.248
H 0.4716 -3.1443 3.5072 0.244
H 3.2304 3.2289 -2.3187 0.196
H 0.2857 1.1662 -2.2650 0.230
H -4.2245 0.6624 -0.8237 0.230
H 3.1044 3.0848 0.0529 0.217
H 0.7020 -3.4523 1.7572 0.214
H 3.0129 -3.0965 1.6420 0.253
H 2.0534 1.2135 -1.9749 0.221
H 2.3450 -1.3718 3.5878 0.257
H 0.1543 -1.0405 -2.9186 0.244
H -0.8328 3.9834 0.4521 0.224
H -5.9883 -2.1140 1.9067 0.222
H 3.7004 0.8850 0.1628 0.245
H 0.0556 4.4777 -3.5537 0.209
H 0.6509 5.6971 -0.2023 0.202
H 1.9656 4.1135 0.9451 0.228
H 0.0025 -4.6944 2.8210 0.246
```

## Properties
multiplicity = 2
energy above the lowest of the compared OMol25 structures with the same formula, charge and spin = 0.447 eV
HOMO (spin up / spin down) = -10.08 / -10.08 eV
charge = +1
<S²> = 0.751
gap between HOMO and LUMO (spin up / spin down) = 7.165 / 7.205 eV

4.
Formula: C24H28Cl2FeN6O9P2
Source: the Open Molecules 2025 dataset
Level of theory: wB97M-V/def2-TZVPD

Structure (XYZ):
```
72
Properties=species:S:1:pos:R:3:lowdin_charge:R:1
Fe -0.1946 0.7511 0.3234 0.738
Cl 0.2465 4.4708 6.0789 0.634
Cl 3.0351 2.9603 5.9272 0.635
P -2.0044 -1.2911 1.6823 0.534
P 0.2858 -2.8713 1.1853 0.350
O -2.7717 3.4072 2.0864 0.022
O 3.7933 1.0746 1.0877 0.046
O -1.5525 0.0719 2.0411 -0.239
O -2.1756 -3.8906 1.8299 -0.053
O -2.3109 -1.5310 0.1126 -0.142
O 0.3463 -1.3657 0.9425 -0.378
O -0.2060 -3.5387 -0.2180 -0.176
O 1.4411 -3.6151 1.7051 -0.273
O -3.4997 -1.4917 2.2890 -0.127
N 0.5749 -1.3121 -1.8619 -0.066
N -1.9408 1.3447 -0.7028 0.042
N 1.4802 1.1877 1.3173 0.009
N -0.7523 2.4800 1.3976 0.030
N 2.0676 -3.1027 -3.4497 0.067
N 1.1488 1.6289 -1.2455 0.059
C -4.5637 1.9458 -1.3921 -0.042
C 1.8663 2.8187 4.6471 -0.689
C 2.4143 -2.8925 -1.9929 -0.079
C 1.2699 1.8950 2.5150 -0.183
C -2.6909 2.1330 0.0843 -0.152
C -2.4610 0.9457 -1.8654 -0.143
C 2.1752 2.0208 3.5475 -0.041
C 0.6011 -2.8597 -3.6881 -0.092
C -1.2620 -2.8725 2.2264 -0.587
C 2.6443 1.1930 0.6759 -0.479
C 0.6560 3.4799 4.7070 -0.684
C -0.2611 3.3808 3.6635 -0.037
C 0.0320 2.6075 2.5543 -0.188
C 3.4827 1.9717 -1.5914 -0.004
C 1.9199 2.6511 -3.2621 -0.062
C 2.0018 -1.4829 -1.6340 -0.182
C -2.0439 2.7543 1.3341 -0.496
C 0.2381 -1.4443 -3.2526 -0.196
C 3.2342 2.5122 -2.8439 -0.055
C 0.9125 2.1873 -2.4308 -0.119
C -4.0140 2.4167 -0.2141 0.013
C 2.4157 1.5666 -0.8073 -0.177
C -3.7553 1.2196 -2.2577 -0.057
C -0.9412 -2.8593 3.7097 -0.053
H 4.4795 1.8741 -1.1827 0.120
H 0.2193 -0.5201 -1.3261 0.051
H -1.7964 0.3884 -2.5186 0.085
H 3.1234 1.5063 3.4909 0.106
H 1.6759 3.1306 -4.2000 0.103
H 4.0480 2.8446 -3.4761 0.109
H -0.2357 -2.0555 3.9265 0.099
H -0.4742 -2.7732 -0.7584 0.025
H 2.6021 -2.4288 -4.0020 0.177
H -1.1936 3.9227 3.7013 0.098
H 1.8579 -3.6134 -1.3967 0.121
H 3.4843 -3.0398 -1.8598 0.143
H -5.5908 2.1655 -1.6535 0.110
H 2.2105 -1.3247 -0.5761 0.124
H 2.3270 -4.0414 -3.7489 0.181
H -4.5655 3.0265 0.4881 0.120
H 0.3838 -3.0241 -4.7420 0.133
H 2.5998 -0.7658 -2.2237 0.124
H -0.8365 -1.3398 -3.4063 0.120
H 0.7572 -0.7128 -3.8990 0.125
H -2.7344 -2.3999 0.0301 0.091
H -2.9027 -3.8919 2.4664 0.099
H -4.1138 0.8846 -3.2211 0.103
H -0.4793 -3.8056 3.9886 0.092
H -3.8138 -0.6473 2.6367 0.091
H 0.0617 -3.5808 -3.0759 0.136
H -0.1297 2.2608 -2.7220 0.102
H -1.8458 -2.6951 4.2998 0.086
```

## Properties
multiplicity = 5
energy above the lowest of the compared OMol25 structures with the same formula, charge and spin = 2.287 eV
HOMO (spin up / spin down) = -6.35 / -6.43 eV
<S²> = 6.014
gap between HOMO and LUMO (spin up / spin down) = 5.197 / 5.269 eV